1.
Density functional theory data (the ωB97M-V functional and the def2-TZVPD basis) for C33H45N5O3Ru as an isolated structure.

Last column: Mulliken spin population.
Cartesian coordinates (Å):
Ru (0.1798, -0.5573, 1.2879)  2.949
O (1.6549, -1.9431, 2.9683)  0.044
O (0.2510, -2.5893, 0.8307)  0.096
O (-0.7729, -0.9005, 3.1493)  0.055
N (-1.5493, -0.2860, -0.3131)  0.233
N (-0.9409, -1.0885, 5.3789)  0.033
N (0.9391, -4.7401, 0.7567)  0.048
N (1.0910, -0.2042, -0.5098)  0.045
N (0.4246, 1.2997, 1.7859)  0.081
C (2.6319, -0.6264, -5.3409)  0.005
C (-1.0676, 0.1577, -1.4841)  0.006
C (0.9137, -3.5453, 1.3156)  -0.017
C (2.1868, 5.5830, 2.9137)  0.026
C (-4.2918, 1.2874, -3.2357)  -0.001
C (0.1432, 5.4590, 4.2028)  0.030
C (-1.9274, 0.6689, -2.4566)  0.009
C (-3.7527, 0.2874, -0.9832)  0.016
C (-2.3458, -0.7448, 5.3400)  0.001
C (1.2859, 6.1605, 3.8130)  0.130
C (2.4137, -0.3540, -0.5696)  -0.031
C (4.7011, -0.0741, -4.1491)  0.001
C (-2.8474, -0.2216, -0.0658)  0.005
C (1.7372, -5.8399, 1.2515)  0.000
C (-0.4065, -1.3188, 6.6981)  0.000
C (-5.3729, 0.2456, -3.5399)  0.001
C (0.1974, -5.0176, -0.4531)  -0.003
C (1.2071, -1.6688, 4.2859)  -0.004
C (3.0855, 1.7589, -4.6177)  0.007
C (2.4659, 0.0646, -2.9364)  0.012
C (0.4016, 0.0560, -1.6434)  0.047
C (1.7353, -3.3054, 2.5840)  0.000
C (1.9484, 4.3366, 2.3878)  0.020
C (1.0725, 0.1939, -2.8554)  0.003
C (-0.1203, 4.2076, 3.6950)  0.015
C (-3.6595, 1.6499, -4.5928)  0.000
C (0.7831, 3.6241, 2.7708)  0.107
C (0.5675, 2.3616, 2.2509)  0.016
C (-3.3048, 0.7437, -2.2250)  0.006
C (-0.2487, -1.1802, 4.2584)  -0.005
C (3.2067, 0.2768, -4.2363)  0.004
C (-4.9038, 2.5848, -2.6856)  0.002
C (3.1309, -0.2345, -1.7409)  -0.024
H (-2.7418, -0.8818, 4.3350)  -0.001
H (-0.8603, -0.6053, 7.3869)  0.001
H (1.3726, -3.9692, 3.3783)  0.001
H (4.8467, -1.1043, -3.8264)  0.000
H (-3.1806, -0.5948, 0.8962)  0.006
H (1.7425, -5.8967, 2.3369)  0.001
H (3.0829, 6.1182, 2.6352)  0.002
H (0.6737, -1.2076, 6.7415)  0.001
H (-0.6741, -2.3168, 7.0530)  0.002
H (2.6699, -1.6726, -5.0460)  0.000
H (-0.5426, 5.9081, 4.9074)  0.002
H (-2.9390, 2.4562, -4.4793)  0.000
H (1.8613, -0.8771, 4.6776)  0.002
H (3.2075, -0.5077, -6.2557)  0.000
H (-0.3466, -4.1355, -0.7831)  0.003
H (-4.4157, 2.0024, -5.2930)  0.000
H (2.7701, -5.7555, 0.9035)  0.003
H (3.4667, 2.4014, -3.8266)  0.000
H (2.0531, 2.0418, -4.8082)  0.000
H (2.6468, 3.8835, 1.6993)  -0.002
H (5.1724, 0.0211, -5.1269)  0.000
H (-5.9519, 0.0074, -2.6461)  0.000
H (-4.1534, 3.3591, -2.5414)  0.000
H (4.1999, -0.3743, -1.7183)  -0.001
H (1.4732, 7.1523, 4.2040)  -0.001
H (-6.0681, 0.6331, -4.2807)  0.000
H (5.2231, 0.6206, -3.4934)  0.000
H (-2.5016, 0.2903, 5.6493)  0.001
H (-2.8905, -1.3810, 6.0385)  0.001
H (-5.3818, 2.4025, -1.7226)  0.000
H (-4.9551, -0.6873, -3.9151)  0.000
H (2.7922, -3.5347, 2.3824)  0.001
H (0.5061, 0.3860, -3.7545)  0.000
H (0.8836, -5.3495, -1.2347)  0.003
H (-0.5083, -5.8309, -0.2777)  0.002
H (3.6601, 1.9525, -5.5195)  0.001
H (-3.2081, 0.7669, -5.0386)  0.000
H (1.6018, -0.3606, -5.5715)  0.000
H (-1.0078, 3.6714, 3.9885)  -0.002
H (1.3385, -6.7753, 0.8606)  0.000
H (1.3007, -2.5529, 4.9254)  0.001
H (-1.5251, 1.0114, -3.3954)  0.001
H (-5.6507, 2.9569, -3.3816)  0.000
H (2.9147, -0.5735, 0.3715)  0.006
H (-4.8005, 0.3345, -0.7252)  0.000

Properties
HOMO level (alpha / beta): -19.4 / -19.4 eV
Multiplicity: 5
E_LUMO (alpha / beta): -12.6 / -15.3 eV
Molecular weight: 660.83 g mol⁻¹
E_tot: -1877.396955 Ha
Maximum force: 2.68 eV/A
Net charge: +4
Relative energy (zero: lowest compared OMol25 entry of this formula, charge and spin): 15.57 kcal/mol
⟨S²⟩: 6.061
Kohn-Sham gap (alpha / beta): 6.820 / 4.115 eV



2.
Density functional theory data (the ωB97M-V functional and the def2-TZVPD basis) for C10H20Br10 as an isolated structure.

Last column: Löwdin charge in e.
Cartesian coordinates (Å):
Br (2.8117, -3.6015, 1.2140)  0.640
Br (1.5686, -2.8225, 4.5864)  0.948
Br (0.3746, 0.9047, 4.8122)  0.610
Br (0.6494, -0.4272, 1.6916)  0.860
Br (-2.0723, 2.5466, -1.4953)  0.588
Br (-3.1733, -0.4364, -0.0615)  0.665
Br (0.3427, -2.8703, -1.5422)  0.673
Br (0.8633, 3.6670, 1.7790)  0.663
Br (-1.3531, 0.1737, -4.6440)  0.642
Br (0.2386, 3.5029, -4.3556)  0.600
C (-0.4068, 2.5613, -5.9193)  -0.689
C (-0.3471, 3.8223, 0.2948)  -0.715
C (-1.6987, -1.6803, -0.0185)  -0.730
C (1.8244, -0.2514, 4.2719)  -0.815
C (0.6032, -3.1575, 2.9408)  -0.640
C (-0.7025, -1.3180, -1.1389)  -0.757
C (2.1754, -0.0772, 2.8164)  -0.597
C (-1.7015, 1.8090, -5.6107)  -0.700
C (-0.9275, 2.4589, 0.0707)  -0.740
C (1.2465, -4.2416, 2.1321)  -0.686
H (1.5861, -1.2846, 4.4995)  -0.338
H (2.6611, 0.0424, 4.9031)  0.068
H (2.5356, 0.9086, 2.5506)  0.043
H (-0.4171, -3.4106, 3.2147)  0.081
H (0.0031, -0.5576, -0.8342)  -0.018
H (0.3595, 1.9192, -6.3253)  0.051
H (-1.5657, 2.0984, 0.8642)  0.036
H (2.9548, -0.7929, 2.5524)  0.047
H (-0.1863, 1.7238, -0.2053)  0.007
H (0.5908, -2.2244, 2.3863)  -0.144
H (1.4675, -5.1464, 2.6921)  0.059
H (-0.6511, 3.3898, -6.5801)  0.049
H (-2.1253, -2.6462, -0.2588)  0.038
H (0.6098, -4.5848, 1.3151)  0.045
H (-2.2580, 1.5613, -6.5104)  0.057
H (-2.3633, 2.4271, -5.0080)  0.042
H (0.1360, 4.1716, -0.6078)  0.051
H (-1.2694, -0.9788, -1.9993)  -0.017
H (-1.2391, -1.6832, 0.9623)  -0.036
H (-1.1448, 4.5051, 0.5647)  0.058

Properties
HOMO level: -8.7 eV
E_LUMO: 0.4 eV
Molecular weight: 939.31 g mol⁻¹
E_tot: -26133.053385 Ha
Maximum force: 8.30 eV/A
Relative energy (zero: lowest compared OMol25 entry of this formula, charge and spin): 85.38 kcal/mol
Kohn-Sham gap: 9.163 eV



3.
Density functional theory data (the ωB97M-V functional and the def2-TZVPD basis) for C25H42Cl2NOsP as an isolated structure.

Last column: Mulliken spin population.
Cartesian coordinates (Å):
Os (0.2318, -0.5040, 1.4737)  3.014
Cl (2.2530, 0.3246, 0.9059)  0.259
Cl (-1.7519, 0.5138, 1.3089)  0.330
P (-0.1712, 1.1105, -3.2460)  -0.006
N (0.5579, -0.5143, 3.5191)  0.096
C (-1.1641, 4.8602, -1.7325)  -0.001
C (3.0132, -1.3944, -5.6190)  0.000
C (-1.8288, 0.4099, -3.5062)  -0.003
C (-0.2534, -2.0296, 0.5936)  0.243
C (-0.0739, 2.9102, -2.8990)  -0.004
C (-3.9602, 0.5762, -4.9050)  0.000
C (1.4011, 4.7941, -2.1013)  -0.001
C (-0.2301, -4.4533, -0.1520)  0.017
C (1.8648, -3.2511, 0.1260)  0.029
C (2.5568, -4.4486, -0.0674)  0.013
C (-4.0253, -0.9454, -4.9994)  0.000
C (-1.1891, 3.3471, -1.9241)  0.016
C (1.2846, 0.2946, -3.9507)  0.003
C (-1.8881, -1.1396, -3.5864)  -0.016
C (0.4753, -5.6335, -0.3186)  0.006
C (1.3439, 0.5343, -5.4663)  0.001
C (1.2914, 3.2836, -2.2794)  0.005
C (2.7715, -1.7184, -4.1391)  -0.001
C (0.2145, 5.4330, -1.3590)  0.001
C (-3.3059, -1.6539, -3.8482)  -0.002
C (0.4564, -3.2401, 0.1471)  -0.031
C (-2.5432, 1.1188, -4.6745)  0.002
C (1.4398, -1.2071, -3.5862)  -0.007
C (2.6958, 0.0475, -6.0081)  0.000
C (1.8746, -5.6497, -0.2523)  -0.002
H (-1.0368, 2.8489, -0.9566)  -0.014
H (1.1722, 1.5940, -5.7028)  0.000
H (4.0561, -1.6289, -5.8621)  0.000
H (-2.5596, 2.2020, -4.4940)  0.000
H (-0.2345, -0.8784, 4.0564)  -0.005
H (-1.4962, 5.3235, -2.6661)  0.000
H (2.1125, 2.9154, -2.9060)  0.001
H (3.6446, -4.4388, -0.0923)  0.000
H (0.5409, -0.0363, -5.9463)  0.000
H (2.4173, -6.5904, -0.3935)  0.000
H (-1.3229, -4.4283, -0.2164)  0.000
H (2.7198, 0.1381, -7.0952)  0.000
H (-3.5543, -1.2531, -5.9407)  0.000
H (-4.3711, 1.0062, -5.8196)  0.000
H (2.3931, -2.3138, 0.3004)  0.008
H (-1.5015, -1.5579, -2.6440)  0.019
H (-1.9600, 0.9672, -5.5937)  0.001
H (2.1300, 0.8219, -3.4548)  0.003
H (1.3878, -1.0453, 3.8002)  -0.007
H (-3.2479, -2.7267, -4.0555)  0.000
H (0.7071, 0.4575, 3.8300)  0.004
H (2.3415, 5.0199, -1.5890)  0.000
H (-2.2775, 0.6969, -2.5239)  0.005
H (-3.8897, -1.5349, -2.9293)  0.001
H (-1.9106, 5.1286, -0.9796)  0.000
H (1.3838, 2.7888, -1.3035)  -0.006
H (-1.2387, -1.4915, -4.3995)  -0.001
H (-5.0665, -1.2797, -5.0338)  0.000
H (2.8269, -2.8005, -3.9773)  0.000
H (1.4078, -1.3314, -2.4947)  0.010
H (-2.1723, 3.0314, -2.2947)  0.003
H (0.6189, -1.7997, -4.0101)  0.001
H (-0.2107, 3.3817, -3.8984)  0.001
H (-1.3420, -2.1277, 0.4270)  0.015
H (1.4825, 5.2469, -3.0927)  0.000
H (0.3651, 5.2928, -0.2797)  0.000
H (-4.6081, 0.9003, -4.0874)  0.000
H (3.4833, 0.6963, -5.6193)  0.000
H (3.5714, -1.2655, -3.5410)  0.000
H (2.3856, -2.0592, -6.2222)  0.000
H (-0.0657, -6.5592, -0.5330)  0.000
H (0.2155, 6.5140, -1.5488)  0.000

Properties
HOMO level (alpha / beta): -5.9 / -5.9 eV
Multiplicity: 5
E_LUMO (alpha / beta): -0.3 / -0.9 eV
Molecular weight: 648.73 g mol⁻¹
E_tot: -2384.852910 Ha
Maximum force: 3.82 eV/A
⟨S²⟩: 6.027
Kohn-Sham gap (alpha / beta): 5.593 / 5.029 eV



What did the second record say?
Density functional theory data (the ωB97M-V functional and the def2-TZVPD basis) for C10H20Br10 as an isolated structure.

Last column: Löwdin charge in e.
Cartesian coordinates (Å):
Br (2.8117, -3.6015, 1.2140)  0.640
Br (1.5686, -2.8225, 4.5864)  0.948
Br (0.3746, 0.9047, 4.8122)  0.610
Br (0.6494, -0.4272, 1.6916)  0.860
Br (-2.0723, 2.5466, -1.4953)  0.588
Br (-3.1733, -0.4364, -0.0615)  0.665
Br (0.3427, -2.8703, -1.5422)  0.673
Br (0.8633, 3.6670, 1.7790)  0.663
Br (-1.3531, 0.1737, -4.6440)  0.642
Br (0.2386, 3.5029, -4.3556)  0.600
C (-0.4068, 2.5613, -5.9193)  -0.689
C (-0.3471, 3.8223, 0.2948)  -0.715
C (-1.6987, -1.6803, -0.0185)  -0.730
C (1.8244, -0.2514, 4.2719)  -0.815
C (0.6032, -3.1575, 2.9408)  -0.640
C (-0.7025, -1.3180, -1.1389)  -0.757
C (2.1754, -0.0772, 2.8164)  -0.597
C (-1.7015, 1.8090, -5.6107)  -0.700
C (-0.9275, 2.4589, 0.0707)  -0.740
C (1.2465, -4.2416, 2.1321)  -0.686
H (1.5861, -1.2846, 4.4995)  -0.338
H (2.6611, 0.0424, 4.9031)  0.068
H (2.5356, 0.9086, 2.5506)  0.043
H (-0.4171, -3.4106, 3.2147)  0.081
H (0.0031, -0.5576, -0.8342)  -0.018
H (0.3595, 1.9192, -6.3253)  0.051
H (-1.5657, 2.0984, 0.8642)  0.036
H (2.9548, -0.7929, 2.5524)  0.047
H (-0.1863, 1.7238, -0.2053)  0.007
H (0.5908, -2.2244, 2.3863)  -0.144
H (1.4675, -5.1464, 2.6921)  0.059
H (-0.6511, 3.3898, -6.5801)  0.049
H (-2.1253, -2.6462, -0.2588)  0.038
H (0.6098, -4.5848, 1.3151)  0.045
H (-2.2580, 1.5613, -6.5104)  0.057
H (-2.3633, 2.4271, -5.0080)  0.042
H (0.1360, 4.1716, -0.6078)  0.051
H (-1.2694, -0.9788, -1.9993)  -0.017
H (-1.2391, -1.6832, 0.9623)  -0.036
H (-1.1448, 4.5051, 0.5647)  0.058

Properties
HOMO level: -8.7 eV
E_LUMO: 0.4 eV
Molecular weight: 939.31 g mol⁻¹
E_tot: -26133.053385 Ha
Maximum force: 8.30 eV/A
Relative energy (zero: lowest compared OMol25 entry of this formula, charge and spin): 85.38 kcal/mol
Kohn-Sham gap: 9.163 eV



Among the records above, which one has the highest E_tot? C33H45N5O3Ru



What is the E_tot in the second record? -26133.053385 Ha